DFT (the ωB97M-V functional and the def2-TZVPD basis) results for a 8-piece molecular cluster, C44H111N7O15 overall at a distorted geometry.

Summary:
SMILES string ... COCCNCCOC.COCCNCCOC.COCCNCCOC.COCCNCCOC.COCCNCCOC.COCCNCCOC.COCCNCCOC.CCO
Energy above the lowest of the compared OMol25 structures with the same formula, charge and spin ... 21.26 kcal/mol
Kohn-Sham gap ... 0.3351 Ha

Last column: Mulliken charge in e.
Atoms and positions in Å:
C (-0.823872, -23.897282, 15.797963)  -0.392
O (-1.893487, -24.125143, 16.708471)  -0.222
C (-1.604314, -24.896629, 17.871641)  -1.092
C (-1.247599, -26.411859, 17.701044)  -0.114
N (-2.392391, -27.177947, 17.205731)  0.803
C (-2.172072, -28.624251, 17.439926)  -1.434
C (-1.150928, -29.276998, 16.477450)  0.751
O (-0.955271, -30.633848, 16.888380)  -0.501
C (-0.234037, -31.364685, 15.935644)  -0.550
H (0.018394, -23.288542, 16.126797)  0.472
H (-1.263173, -23.432951, 14.915070)  0.139
H (-0.390040, -24.841261, 15.468101)  -0.026
H (-2.418177, -24.801193, 18.590401)  0.226
H (-0.783894, -24.470242, 18.448885)  0.469
H (-0.987646, -26.784963, 18.691657)  0.396
H (-0.453423, -26.505854, 16.960409)  -0.102
H (-3.265744, -26.841880, 17.585741)  -0.057
H (-3.128021, -29.118616, 17.267154)  0.047
H (-1.892145, -28.904321, 18.455467)  0.489
H (-0.159530, -28.824263, 16.493541)  0.721
H (-1.566105, -29.190472, 15.473336)  -0.549
H (-0.328334, -32.429498, 16.148651)  0.310
H (0.834965, -31.165755, 16.011509)  0.344
H (-0.583287, -31.230710, 14.911835)  -0.004
C (-6.527691, -22.392074, 18.411891)  -0.784
O (-6.562748, -23.799832, 18.287808)  -0.378
C (-5.626493, -24.313709, 17.323293)  -0.755
C (-5.789872, -25.863226, 17.255987)  -0.543
N (-5.118892, -26.639986, 18.278267)  -0.578
C (-5.447960, -26.177076, 19.651983)  -0.603
C (-4.710071, -26.845235, 20.823673)  -0.592
O (-5.400321, -26.589781, 22.026019)  -0.347
C (-4.705679, -27.111886, 23.154285)  -0.748
H (-7.142752, -22.151391, 19.279003)  0.281
H (-6.973243, -21.867774, 17.566502)  0.296
H (-5.535097, -21.993070, 18.620819)  0.296
H (-4.585199, -24.096976, 17.561692)  0.324
H (-5.766182, -23.851475, 16.346087)  0.635
H (-5.478915, -26.301689, 16.307749)  -0.002
H (-6.866142, -26.029532, 17.301693)  0.613
H (-5.524820, -27.559242, 18.176809)  0.233
H (-6.532277, -26.287761, 19.661952)  0.431
H (-5.210586, -25.125311, 19.811798)  0.263
H (-3.688286, -26.472403, 20.752707)  0.268
H (-4.647787, -27.894788, 20.536170)  0.435
H (-3.731593, -26.622893, 23.166576)  0.325
H (-4.596133, -28.196016, 23.181920)  0.289
H (-5.213040, -26.852610, 24.083513)  0.268
C (1.497570, -30.548975, 10.883962)  -0.758
O (0.179356, -30.131368, 11.387118)  -0.057
C (-0.782373, -31.161302, 11.352400)  -1.185
C (-2.141208, -30.564505, 11.891668)  0.082
N (-2.807800, -29.774387, 10.871784)  -0.504
C (-3.788921, -28.888538, 11.527638)  0.935
C (-4.282424, -27.890111, 10.442945)  -1.320
O (-3.269598, -26.910949, 10.089025)  -0.059
C (-3.542108, -26.081498, 8.959220)  -0.978
H (2.028618, -29.599161, 10.821093)  0.085
H (1.454440, -30.994888, 9.890279)  0.389
H (1.973327, -31.262595, 11.556649)  0.307
H (-0.469017, -32.042431, 11.912326)  0.541
H (-1.035868, -31.547816, 10.365258)  0.413
H (-1.845742, -30.014903, 12.785399)  -0.274
H (-2.770193, -31.384809, 12.237447)  0.461
H (-2.046437, -29.174819, 10.587294)  0.372
H (-3.479260, -28.421352, 12.462493)  -0.825
H (-4.623520, -29.503120, 11.865045)  0.400
H (-5.211509, -27.403335, 10.739520)  0.442
H (-4.548791, -28.338169, 9.485653)  0.622
H (-2.567863, -25.644321, 8.740551)  0.224
H (-4.313351, -25.328466, 9.121154)  0.284
H (-3.706650, -26.799874, 8.156119)  0.437
C (-0.235529, -18.968439, 15.524113)  -0.809
O (0.435136, -20.117528, 14.927317)  -0.177
C (1.684810, -19.846736, 14.322452)  -0.700
C (2.213474, -21.246642, 13.899252)  -0.547
N (1.334744, -21.826090, 12.926397)  -0.326
C (1.602726, -23.229317, 12.511555)  -0.175
C (0.631445, -23.785673, 11.455933)  -0.605
O (-0.768078, -23.613485, 11.913459)  -0.291
C (-1.761027, -24.119978, 11.014874)  -0.856
H (0.430841, -18.587283, 16.297919)  0.339
H (-1.080190, -19.394698, 16.065354)  0.213
H (-0.569987, -18.190338, 14.837973)  0.287
H (2.300796, -19.375020, 15.088053)  0.447
H (1.590507, -19.225679, 13.431668)  0.355
H (2.309255, -21.877834, 14.782732)  0.305
H (3.212818, -21.166203, 13.471515)  0.354
H (0.362394, -21.866934, 13.196544)  0.344
H (1.678835, -23.869790, 13.390253)  0.261
H (2.623958, -23.258770, 12.131672)  -0.106
H (0.865086, -24.835627, 11.279597)  0.204
H (0.774413, -23.305345, 10.487971)  0.639
H (-2.774640, -23.860471, 11.320363)  0.299
H (-1.744792, -25.206818, 11.096193)  0.190
H (-1.524928, -23.714704, 10.030946)  0.505
C (-8.386600, -26.964119, 14.010515)  -0.434
O (-9.568178, -27.754538, 13.839099)  -0.269
C (-10.835208, -27.108070, 13.973159)  -0.468
C (-11.974143, -28.124096, 13.525005)  -0.665
N (-13.260475, -27.545775, 13.751377)  -0.267
C (-14.340937, -28.211670, 13.010442)  -0.672
C (-15.666599, -27.444571, 13.404542)  -0.563
O (-15.459284, -26.023199, 13.360190)  -0.320
C (-16.581209, -25.172341, 13.728260)  -0.749
H (-7.573399, -27.681752, 14.119176)  0.011
H (-8.408344, -26.374382, 14.926948)  0.314
H (-8.085697, -26.361507, 13.153537)  0.279
H (-10.999349, -26.219572, 13.363458)  0.306
H (-11.006074, -26.892639, 15.027905)  0.317
H (-11.819954, -29.109823, 13.963923)  0.335
H (-11.889044, -28.370735, 12.466692)  0.316
H (-13.280846, -26.615961, 13.357510)  0.215
H (-14.437114, -29.243394, 13.348690)  0.337
H (-14.119942, -28.228746, 11.943215)  0.386
H (-16.166994, -27.727038, 14.330783)  0.394
H (-16.431143, -27.510023, 12.630403)  0.376
H (-17.362455, -25.200859, 12.968689)  0.285
H (-16.305198, -24.118108, 13.705490)  0.253
H (-16.885345, -25.359920, 14.758027)  0.310
C (-4.653672, -29.918273, 14.954462)  -0.227
O (-4.882408, -31.322571, 14.944406)  -0.502
C (-4.042283, -32.027861, 15.852496)  0.130
C (-4.767616, -33.268562, 16.399829)  -0.981
N (-6.078100, -32.949399, 17.028536)  -0.297
C (-6.710156, -34.132814, 17.704582)  -0.723
C (-7.921942, -33.762073, 18.594227)  -0.559
O (-9.046752, -33.407146, 17.778024)  -0.296
C (-10.268470, -33.177125, 18.528956)  -0.763
H (-5.365925, -29.520825, 14.231393)  0.221
H (-3.634397, -29.577771, 14.772182)  -0.059
H (-4.913773, -29.471432, 15.914033)  0.297
H (-3.705583, -31.466639, 16.724139)  0.015
H (-3.066267, -32.237629, 15.414907)  0.279
H (-4.085464, -33.794870, 17.067496)  0.465
H (-5.041451, -33.896252, 15.551823)  0.354
H (-6.636677, -32.571292, 16.276786)  0.222
H (-6.035585, -34.714600, 18.332748)  0.450
H (-7.102920, -34.847432, 16.981284)  0.314
H (-7.628616, -32.953430, 19.263664)  0.326
H (-8.239975, -34.586410, 19.232529)  0.414
H (-11.082390, -33.024811, 17.820131)  0.255
H (-10.227016, -32.265367, 19.124841)  0.307
H (-10.564983, -33.968453, 19.217407)  0.301
C (-0.121838, -26.822402, 13.099561)  0.743
O (0.799763, -26.774975, 14.138907)  -0.097
C (1.513123, -27.973680, 14.462343)  -0.481
C (2.498226, -28.301801, 13.338766)  -0.304
N (3.658000, -27.423833, 13.530574)  -0.504
C (4.588525, -27.786645, 12.449754)  -0.241
C (5.319003, -26.504403, 12.016411)  -0.932
O (4.384270, -25.655947, 11.333774)  -0.214
C (4.918906, -24.398933, 10.930264)  -0.967
H (-0.903654, -27.569117, 13.238410)  -0.393
H (0.346628, -26.946750, 12.123249)  0.202
H (-0.599948, -25.842860, 13.102289)  -0.746
H (0.834241, -28.784377, 14.726872)  -0.074
H (2.106472, -27.871418, 15.370968)  0.473
H (1.921029, -28.197049, 12.420091)  -0.076
H (2.784934, -29.344835, 13.472855)  0.472
H (3.392447, -26.449487, 13.515352)  0.277
H (3.957912, -28.078883, 11.610095)  0.162
H (5.253940, -28.588888, 12.768697)  0.367
H (6.184389, -26.827390, 11.437723)  0.538
H (5.757145, -25.927612, 12.830934)  0.416
H (4.786924, -23.662899, 11.723315)  0.287
H (4.406733, -23.975812, 10.066115)  0.323
H (5.977569, -24.300593, 10.690139)  0.391
C (-4.835424, -25.660159, 13.557403)  -0.734
C (-3.518493, -25.709129, 14.231685)  2.136
O (-3.200958, -27.053988, 14.484676)  1.359
H (-5.658881, -26.115106, 14.107896)  -0.258
H (-4.901030, -26.243102, 12.638719)  -0.186
H (-5.101281, -24.612594, 13.415894)  0.532
H (-3.586688, -25.217593, 15.202167)  -0.300
H (-2.716847, -25.233120, 13.666985)  -1.256
H (-2.919453, -27.118370, 15.400215)  -0.815

Cartesian forces (eV/Å) of the 2 atoms listed first:
C -0.131 -0.785 -0.535
O 0.036 -0.193 0.726